Molecular formula: C22H64N8O10
Method: DFT, ωB97M-V/def2-TZVPD

Structure (XYZ):
```
104
Properties=species:S:1:pos:R:3:forces:R:3
C 7.162367 2.642102 32.395650 -3.3 -5.8 7.1
O 6.977446 2.043271 33.638683 1.1 2.0 -5.0
N 6.556903 2.150395 31.322890 -0.6 -0.6 -2.1
N 7.761529 3.731514 32.353888 3.7 6.1 0.4
H 6.087241 1.266447 31.405485 0.0 0.0 0.2
H 6.565595 2.572808 30.384240 0.4 -0.3 1.0
H 8.331188 4.178646 33.186755 -1.3 -1.5 -2.1
H 7.719174 4.291495 31.521142 0.5 -0.4 -0.2
C 8.671580 5.242478 35.077132 4.4 6.1 1.4
O 9.169786 6.484399 35.423594 -2.4 -6.4 -1.8
N 7.428533 4.928053 35.137593 -2.8 3.4 3.9
N 9.390441 4.305805 34.420958 6.2 -0.2 -2.4
H 6.851879 5.501735 35.787722 0.3 -0.4 -0.8
H 7.028371 4.102039 34.905384 -1.0 -3.6 -1.0
H 10.405919 4.584383 34.031242 -3.3 -0.3 1.7
H 9.359319 3.279783 34.381458 -1.0 0.6 0.9
C 5.936378 10.494981 31.075104 -0.7 -6.2 0.4
O 5.452559 9.178822 31.332021 2.7 7.1 -2.0
N 7.211087 10.782707 30.900390 1.1 -1.3 0.3
N 5.193056 11.527102 30.825304 -3.8 3.5 0.9
H 7.681156 9.919077 31.202168 1.4 1.1 0.1
H 7.528165 11.769423 31.028293 0.0 -1.9 0.0
H 4.289839 11.481731 31.347838 1.0 0.5 -1.2
H 5.662994 12.485936 30.709302 -1.4 -2.2 0.4
C 5.171059 7.057801 34.018270 -0.3 -2.8 6.9
O 4.745822 6.708118 35.288234 2.6 0.7 -5.2
N 4.547813 7.859477 33.325974 -5.7 4.8 -2.6
N 6.309422 6.766071 33.396130 4.2 -3.5 -0.2
H 3.730268 8.252324 33.754158 -0.2 0.0 -0.1
H 4.824429 8.345301 32.447261 0.2 -0.6 0.9
H 6.760115 6.027079 33.948473 0.2 0.6 -0.7
H 6.422155 6.512302 32.373955 -1.2 1.0 2.2
C 3.898451 3.862028 33.248118 -0.1 -0.7 2.4
C 3.687642 2.673931 32.412997 -3.2 -3.5 8.0
C 2.311539 2.079349 32.554807 -1.4 -1.5 2.6
O 3.748044 2.921319 31.201140 2.7 2.9 -10.0
H 4.837457 4.325913 33.082731 1.2 0.4 -0.3
H 3.916213 3.475517 34.289023 -0.1 0.8 -0.3
H 3.144046 4.599936 33.078259 -0.6 0.4 0.1
H 4.292890 1.833364 32.722628 1.2 -0.2 0.5
H 2.216036 1.044002 32.265472 0.3 -0.2 -1.0
H 1.516381 2.644881 32.180499 -0.8 1.1 -1.7
H 1.859953 1.964422 33.540233 1.0 0.2 0.8
H 4.607304 3.376825 31.157902 -0.3 -0.1 -1.3
C 9.702269 10.935115 33.325956 -2.4 1.1 -0.1
C 9.051127 9.619120 33.731955 2.7 4.3 6.1
C 8.144842 9.759688 34.941653 0.8 2.9 -0.3
O 8.365098 9.111929 32.823186 -4.9 -3.0 -8.1
H 9.108346 11.536707 32.571111 0.4 -0.7 1.0
H 10.566386 10.668564 32.856841 2.7 -0.3 -1.4
H 9.927904 11.567747 34.175188 0.1 0.1 0.2
H 9.822261 8.932428 33.895111 2.0 -0.9 1.5
H 7.843417 8.824515 35.242777 -0.8 -2.2 1.0
H 7.276628 10.401734 34.712759 0.1 -0.4 -0.4
H 8.644340 10.317274 35.709685 0.4 -0.2 0.9
H 7.711760 8.535148 33.201419 -0.8 -1.0 0.0
C 0.496328 5.106731 31.295096 0.2 0.8 -1.4
C 0.935414 6.540517 31.044175 0.6 -1.0 7.6
C 2.348903 6.796721 31.571717 -1.2 -0.4 0.5
O 0.775512 6.893144 29.839871 -1.4 0.8 -7.4
H 0.664921 4.865006 32.314924 0.2 -0.5 0.8
H 1.046467 4.500473 30.614231 0.7 -1.0 -0.2
H -0.533955 4.969497 31.015194 -0.6 0.1 0.1
H 0.256575 7.073753 31.731752 0.0 0.5 0.0
H 3.031614 6.099431 31.161384 0.9 -0.7 -0.6
H 2.360541 6.675371 32.636845 0.0 -0.3 0.7
H 2.691216 7.795050 31.442260 0.2 1.0 -0.6
H 1.049886 7.775884 29.630049 0.3 0.6 0.1
C 0.432075 9.285942 33.494634 1.0 0.6 -1.0
C 1.670230 10.004904 34.046063 -7.5 -0.3 7.5
C 2.155516 9.341965 35.398045 -2.6 2.0 1.5
O 2.609932 9.891444 33.278177 9.1 -1.4 -8.4
H -0.420978 9.554148 34.076211 -0.9 0.3 -0.1
H 0.566987 8.229514 33.568846 0.1 -0.8 0.1
H 0.436316 9.529632 32.390649 -0.7 -0.1 1.2
H 1.394809 11.069881 34.126298 -0.3 -0.1 1.0
H 2.993101 9.900011 35.809421 0.4 -0.1 -0.2
H 2.331495 8.271982 35.449992 0.2 -0.1 -0.7
H 1.336055 9.546842 36.139018 0.6 -0.4 -0.3
H 2.990265 10.697453 32.975049 0.4 0.6 -0.2
C 5.967078 5.703532 30.523724 -2.1 -1.0 0.4
C 7.320104 6.025954 29.980986 -3.5 6.4 0.7
C 8.096852 6.832242 30.980855 -1.4 1.5 -0.7
O 8.024698 5.005313 29.746834 4.5 -7.8 -3.5
H 5.298339 6.506107 30.846954 0.5 0.3 -0.1
H 6.047221 4.992423 31.336142 0.3 0.3 0.8
H 5.289769 5.089095 29.946007 0.1 0.0 -1.4
H 7.216309 6.548435 29.009730 -0.4 0.8 0.7
H 8.375808 6.317067 31.867734 0.1 -0.6 0.7
H 7.482992 7.683853 31.197193 -0.1 0.5 0.5
H 8.967430 7.203238 30.534349 1.5 0.4 -0.7
H 8.167392 4.967351 28.782291 0.2 -0.8 0.9
C 1.788168 4.941086 35.850580 0.9 1.2 -2.0
C 1.015971 3.787902 35.364976 8.1 -2.8 -0.7
C 1.443867 2.497692 36.051098 2.9 -0.8 0.4
O -0.206837 3.727318 35.568010 -10.6 1.9 0.8
H 1.703514 5.857857 35.203760 0.2 -0.8 0.5
H 2.810771 4.663411 36.000532 0.8 0.2 -0.3
H 1.425042 5.145143 36.771465 -1.2 1.1 3.2
H 1.158549 3.765394 34.296538 1.0 -0.7 -0.8
H 2.530277 2.416254 35.792891 -0.7 -0.9 0.3
H 0.839999 1.604033 35.799138 0.5 0.6 -0.5
H 1.401064 2.496741 37.169009 -0.1 0.7 -0.8
H -0.519030 4.279689 34.856737 -1.9 0.4 0.1
```
Forces are in eV/Å.

Output
DFT total energy: -2066.7156 Eh
SMILES: NC(N)=O.NC(N)=O.NC(N)=O.NC(N)=O.CC(C)O.CC(C)O.CC(C)O.CC(C)O.CC(C)O.CC(C)O
total charge: 0
molecular weight: 600.80 g mol⁻¹
lowest unoccupied orbital energy: -0.302 eV

=====

Molecular formula: C22H64O10
Method: DFT, ωB97M-V/def2-TZVPD

Structure (XYZ):
```
96
Properties=species:S:1:pos:R:3:forces:R:3
C -5.065083 1.645281 0.801260 -0.6 -1.1 -0.6
O -3.992083 0.745281 0.593260 0.1 1.4 -1.8
H -5.840083 1.145281 1.432260 0.4 0.8 -0.4
H -5.486083 1.933281 -0.165740 -0.2 -0.6 -0.1
H -4.738083 2.596281 1.143260 0.4 0.8 1.2
H -3.909083 0.198281 1.340260 0.1 -1.3 1.6
C 5.055917 1.305281 2.444260 1.6 0.4 -1.1
O 5.075917 0.938281 3.755260 0.9 -0.4 1.7
H 4.703917 2.296281 2.326260 -0.3 1.4 -0.3
H 4.432917 0.687281 1.884260 -1.3 -1.3 -1.2
H 6.044917 1.230281 1.955260 -0.2 0.1 0.6
H 4.170917 0.975281 4.055260 -0.4 -0.2 0.4
C 2.241917 -1.742719 1.115260 -0.8 -0.1 0.3
O 3.188917 -2.636719 1.661260 0.6 -1.1 -0.6
H 1.980917 -2.022719 0.088260 -0.2 0.1 0.1
H 2.809917 -0.851719 1.105260 -0.4 1.6 -0.3
H 1.293917 -1.649719 1.727260 1.3 -0.3 -0.5
H 3.863917 -2.643719 0.946260 -0.3 -0.3 1.1
C 1.216917 -0.045719 4.638260 -1.1 0.9 0.0
O 2.583917 -0.006719 4.398260 0.6 0.5 -0.9
H 0.695917 0.911281 4.398260 0.6 -0.7 -0.9
H 1.073917 -0.006719 5.669260 -0.4 -0.5 2.2
H 0.707917 -0.924719 4.254260 -0.1 0.0 -0.4
H 2.962917 -0.879719 4.492260 0.1 -0.3 -0.1
C 5.262917 1.986281 -0.900740 1.7 1.9 0.8
C 4.278917 1.187281 -1.594740 2.2 0.6 -3.6
C 4.971917 0.325281 -2.555740 -0.3 -2.7 -1.8
O 3.549917 0.392281 -0.858740 -1.6 -3.5 1.9
H 5.664917 2.808281 -1.559740 -0.5 -0.7 0.8
H 6.131917 1.369281 -0.588740 -0.6 0.4 0.1
H 4.716917 2.383281 -0.050740 0.6 0.6 0.5
H 3.694917 1.770281 -2.258740 -1.2 1.5 -0.4
H 5.636917 -0.399719 -2.061740 -0.1 0.3 0.0
H 5.538917 0.889281 -3.288740 0.0 0.0 -0.2
H 4.156917 -0.311719 -3.048740 1.4 0.8 0.2
H 3.045917 0.895281 -0.261740 -1.2 0.8 1.7
C -1.408083 2.227281 -3.996740 -0.1 -1.6 0.5
C -2.542083 1.207281 -3.666740 3.4 3.0 5.8
C -3.547083 1.653281 -2.571740 1.1 1.4 -0.6
O -3.291083 0.815281 -4.603740 -3.4 -1.6 -8.7
H -1.822083 3.132281 -4.262740 -1.0 2.2 -1.1
H -0.759083 1.839281 -4.817740 -0.3 0.3 0.7
H -0.857083 2.476281 -3.080740 0.2 -0.5 -0.3
H -1.956083 0.378281 -3.349740 0.6 -1.1 1.4
H -4.409083 2.277281 -2.902740 1.1 0.1 -0.3
H -3.009083 2.083281 -1.754740 0.2 0.7 0.7
H -4.028083 0.838281 -2.161740 -0.8 -2.2 0.8
H -2.844083 0.984281 -5.475740 -0.9 -0.6 1.0
C 0.569917 1.033281 -0.710740 -0.1 -1.9 0.2
C 0.793917 1.732281 0.676260 -6.8 1.2 -3.8
C -0.400083 1.437281 1.599260 1.6 -0.6 0.6
O 1.912917 1.532281 1.249260 6.2 -1.8 2.7
H 0.912917 -0.048719 -0.809740 -0.7 0.9 1.0
H 1.133917 1.387281 -1.547740 0.5 1.2 -0.3
H -0.489083 1.055281 -1.009740 0.3 0.1 0.2
H 0.803917 2.763281 0.486260 -0.8 2.0 -0.9
H -1.356083 1.554281 1.221260 -1.8 0.1 -1.5
H -0.496083 1.950281 2.546260 0.9 0.8 0.3
H -0.272083 0.413281 1.897260 -0.2 -0.9 0.1
H 1.704917 1.190281 2.103260 0.8 -0.7 1.2
C -0.281083 -1.189719 -4.835740 0.2 -1.6 0.7
C 0.860917 -0.801719 -3.970740 -3.1 -5.3 4.2
C 1.688917 -1.883719 -3.271740 -1.3 -3.4 0.7
O 1.653917 -0.172719 -4.678740 7.9 6.3 -7.2
H 0.002917 -1.924719 -5.532740 0.6 -0.9 -1.2
H -0.687083 -0.375719 -5.337740 -0.4 1.7 -0.9
H -1.071083 -1.616719 -4.295740 -1.2 -0.7 1.1
H 0.486917 -0.125719 -3.324740 -1.9 1.9 3.5
H 1.782917 -2.775719 -3.948740 0.3 0.9 0.1
H 1.237917 -2.408719 -2.402740 -0.3 0.6 -0.2
H 2.689917 -1.655719 -2.902740 -0.2 0.7 -0.4
H 2.413917 0.207281 -4.199740 -0.6 -0.3 -0.3
C -1.674083 -2.360719 1.090260 1.8 0.7 2.1
C -2.332083 -2.635719 -0.188740 -1.8 10.3 1.3
C -1.771083 -1.673719 -1.227740 0.1 2.0 0.3
O -2.344083 -3.782719 -0.618740 0.2 -11.0 -3.4
H -2.124083 -2.902719 1.929260 -0.1 0.2 -0.1
H -1.713083 -1.227719 1.278260 0.0 -1.8 -0.1
H -0.583083 -2.678719 1.107260 -1.1 0.4 -0.4
H -3.407083 -2.339719 -0.132740 0.1 0.8 0.8
H -2.194083 -1.853719 -2.197740 -0.4 -0.3 -0.6
H -0.690083 -1.755719 -1.339740 0.1 0.0 0.2
H -2.051083 -0.615719 -0.965740 0.4 -0.9 -0.2
H -3.000083 -3.806719 -1.327740 0.5 -0.6 0.1
C -3.834083 -1.773719 4.924260 -0.2 -1.8 1.6
C -3.884083 -0.680719 3.981260 -1.9 2.8 2.4
C -2.699083 0.146281 3.803260 2.5 2.6 1.0
O -4.144083 -1.085719 2.779260 -3.0 -4.3 -7.4
H -4.745083 -2.417719 4.872260 0.6 0.5 -0.1
H -3.793083 -1.381719 5.918260 0.1 0.1 0.9
H -2.964083 -2.403719 4.771260 0.2 -0.2 -0.1
H -4.803083 -0.096719 4.134260 0.4 1.0 1.7
H -2.517083 0.809281 4.687260 0.1 -0.7 -0.4
H -2.747083 0.886281 2.957260 -0.3 -1.0 0.6
H -1.803083 -0.482719 3.639260 -0.4 0.3 0.1
H -5.033083 -1.566719 2.741260 1.9 0.8 -0.1
```
Forces are in eV/Å.

Output
DFT total energy: -1628.6412 Eh
SMILES: CC(C)O.CC(C)O.CC(C)O.CC(C)O.CC(C)O.CC(C)O.CO.CO.CO.CO
total charge: 0
molecular weight: 488.74 g mol⁻¹
lowest unoccupied orbital energy: 0.296 eV

=====

Sequential energy relative to the best compared isomer or geometry (same formula, charge and spin) output: 304.6; 184.5 kcal/mol